Density functional theory data (ωB97M-V/def2-TZVPD) for a 2-piece molecular cluster, C3H6N2 overall in a non-equilibrium geometry.

energy above the lowest of the compared OMol25 structures with the same formula, charge and spin: 4.757 eV
gap between HOMO and LUMO: 9.42 eV
DFT total energy: -6183.7880 eV
highest occupied orbital energy: -8.32 eV

The geometry in ORCA input format:
```
! RIJCOSX wB97M-V def2-TZVPD def2/J DEFGRID3
* xyz 0 1
C -0.951 -0.691 0.325
C -0.904 0.813 0.012
C 0.220 -0.055 -0.383
N 2.814 -0.060 -0.336
N 1.985 0.082 0.519
H -0.708 -1.018 1.271
H -1.684 -1.214 -0.170
H -1.498 1.131 -0.909
H -0.803 1.675 0.831
H 0.372 -0.463 -1.339
H 3.765 0.292 0.018
*
```

Löwdin atomic charge list, values in e, 2 entries: C -0.1393; C -0.1635

Density functional theory data (ωB97M-V/def2-TZVPD) for one molecule with the formula C3H6N2 in a non-equilibrium geometry.

SMILES string: CNCC#N
energy above the lowest of the compared OMol25 structures with the same formula, charge and spin: 0.842 eV
gap between HOMO and LUMO: 10.57 eV
DFT total energy: -6187.7027 eV
highest occupied orbital energy: -9.65 eV

The geometry in ORCA input format:
```
! RIJCOSX wB97M-V def2-TZVPD def2/J DEFGRID3
* xyz 0 1
C 1.359 -0.506 -0.182
N 0.421 0.167 0.700
C -0.706 0.806 0.055
C -1.865 -0.082 -0.203
N -2.767 -0.793 -0.343
H 0.935 -1.326 -0.782
H 2.174 -0.906 0.427
H 1.793 0.231 -0.868
H 0.096 -0.461 1.426
H -1.058 1.639 0.672
H -0.382 1.231 -0.901
*
```

Löwdin atomic charge list, values in e, 2 entries: C -0.1364; N -0.1386

Density functional theory data (ωB97M-V/def2-TZVPD) for one molecule with the formula C3H6N2 in a non-equilibrium geometry.

SMILES string: [H]/N=C\NC=C
energy above the lowest of the compared OMol25 structures with the same formula, charge and spin: 1.262 eV
gap between HOMO and LUMO: 9.80 eV
DFT total energy: -6187.2831 eV
highest occupied orbital energy: -8.69 eV

The geometry in ORCA input format:
```
! RIJCOSX wB97M-V def2-TZVPD def2/J DEFGRID3
* xyz 0 1
C -2.080 -0.189 -0.108
C -0.925 0.393 0.045
C 1.559 0.400 -0.063
H -3.030 0.406 0.061
H -2.145 -1.285 -0.181
H -0.860 1.429 0.292
H 0.329 -1.184 -0.024
H 1.408 1.457 -0.298
H 2.722 -1.137 0.203
N 0.295 -0.185 0.120
N 2.725 -0.107 -0.046
*
```

Löwdin atomic charge list, values in e, 2 entries: C -0.0182; C -0.2861

Q: Which value of energy above the lowest of the compared OMol25 structures with the same formula, charge and spin does entry 1 give?
A: 4.757 eV

Q: Which value of energy above the lowest of the compared OMol25 structures with the same formula, charge and spin does entry 2 give?
A: 0.842 eV